Computed, not measured: a structure of composition C70H59AsF4HfN2O3P2S2Te at a distorted geometry, with the ωB97M-V functional and the def2-TZVPD basis.

The geometry in XYZ format:
```
145
Properties=species:S:1:pos:R:3:forces:R:3
Hf -1.58739 1.27762 -0.41441 -0.87 -0.80 1.06
C -7.11107 -3.88562 1.10435 0.08 0.03 0.04
C -7.11108 -2.79483 2.17522 0.11 -0.15 -0.06
C -7.29669 -3.33499 3.58457 0.11 0.00 0.02
C -6.10528 -4.19199 3.99270 0.05 0.09 -0.04
C -4.80790 -3.44915 3.77301 -0.20 -0.10 0.03
C -3.69799 -3.73506 4.53106 -0.04 -0.13 0.08
C -2.50868 -3.04475 4.32998 0.06 -0.06 0.06
F -1.47795 -3.34165 5.13733 0.06 0.01 -0.05
C -2.37290 -2.09370 3.36200 0.22 0.13 -0.05
C -3.49216 -1.77095 2.58613 -0.04 -0.01 -0.01
C -3.38847 -0.74321 1.55320 -0.13 0.00 0.03
O -2.25883 -0.34429 1.16977 0.44 0.38 -0.36
C -4.62515 -0.28174 1.03193 0.15 -0.02 0.06
C -5.78063 -0.95516 1.30903 -0.10 -0.16 0.03
N -5.84822 -2.02184 2.10271 -0.06 -0.07 0.10
C -4.71480 -2.42524 2.81131 -0.11 0.05 -0.08
C -4.73032 0.93117 0.18502 0.10 0.17 -0.06
O -5.80081 1.26112 -0.29005 0.05 0.08 -0.02
O -3.61933 1.59538 0.05585 0.41 -0.10 -0.41
H -8.01555 -4.49429 1.18471 0.08 0.07 -0.01
H -6.24036 -4.53862 1.20763 -0.08 0.04 -0.02
H -7.08080 -3.44053 0.10817 0.00 -0.03 0.03
H -7.91142 -2.09028 1.95932 0.00 0.12 -0.01
H -8.21912 -3.91329 3.61488 -0.03 -0.01 0.03
H -7.40440 -2.50009 4.27993 -0.01 0.02 0.00
H -6.09852 -5.11906 3.41224 0.02 0.01 0.03
H -6.18525 -4.47992 5.04122 0.01 -0.01 -0.02
H -3.74478 -4.49430 5.30539 0.03 0.07 -0.06
H -1.43597 -1.56990 3.20361 -0.06 -0.09 -0.01
H -6.70192 -0.61552 0.85013 0.02 -0.03 -0.03
C -4.40456 4.31996 -0.21010 -0.16 -0.08 -0.09
Te -2.53013 4.25976 -1.19846 0.52 -0.09 0.02
C -1.69173 5.46770 0.33364 -0.02 0.06 0.04
H -4.25562 3.98441 0.81377 -0.03 0.02 -0.04
H -5.10249 3.65240 -0.71474 0.06 0.09 0.09
H -4.75672 5.35080 -0.24102 0.02 -0.07 0.00
H -2.36287 6.31155 0.48663 0.02 -0.03 -0.01
H -0.71342 5.79997 0.00681 -0.03 0.01 0.02
H -1.60302 4.85747 1.22969 0.01 0.04 -0.02
C 1.47877 -1.66463 -1.53505 -0.12 0.40 -0.14
C 2.69201 -0.84824 -1.07431 0.01 -0.48 -0.01
As 4.33389 -1.81516 -1.57625 -0.05 0.04 -0.08
C 5.63479 -0.49237 -0.97641 0.02 0.08 0.18
C 5.32323 0.84611 -0.76400 -0.05 -0.45 0.52
C 6.30443 1.73741 -0.33743 0.18 -0.46 0.82
C 7.60193 1.29668 -0.12559 -0.08 -0.03 0.03
C 7.92586 -0.03943 -0.35576 -0.06 -0.02 -0.10
C 6.94869 -0.92538 -0.78616 0.11 0.20 0.06
C 4.46837 -3.04917 -0.05283 0.00 0.05 0.07
C 4.71054 -2.61124 1.25095 -0.04 -0.09 -0.01
C 4.89017 -3.52727 2.27892 -0.04 -0.01 -0.07
C 4.81488 -4.89346 2.02112 -0.03 0.06 0.01
C 4.54286 -5.33842 0.73565 -0.03 0.04 0.00
C 4.37551 -4.41784 -0.29547 0.02 0.04 0.03
P -0.13970 -1.35697 -0.67570 0.15 -0.11 0.33
C 0.33541 -1.99979 0.96870 0.15 0.15 0.02
C 0.32591 -3.35462 1.28420 -0.01 -0.05 -0.06
C 0.86057 -3.79147 2.49000 -0.02 -0.06 -0.01
C 1.41907 -2.88348 3.37822 -0.06 -0.01 0.08
C 1.43251 -1.52951 3.07237 -0.04 0.07 -0.01
C 0.88770 -1.08766 1.87343 0.00 -0.14 -0.04
C -1.21219 -2.65319 -1.41099 -0.08 0.11 -0.10
C -0.73417 -3.65657 -2.25159 0.00 -0.06 -0.02
C -1.60991 -4.54091 -2.87470 0.01 0.02 0.04
C -2.97800 -4.42959 -2.67726 0.02 -0.01 0.00
C -3.46860 -3.42916 -1.84662 0.02 -0.06 -0.03
C -2.59344 -2.55363 -1.22615 0.03 -0.05 -0.03
H 1.67166 -2.72835 -1.40221 0.00 -0.14 0.05
H 1.30905 -1.47856 -2.59960 0.05 -0.11 -0.03
H 2.68914 -0.66252 -0.00163 0.05 0.00 0.09
H 2.70332 0.10842 -1.58275 0.13 -0.16 0.04
H 4.31217 1.20591 -0.92839 0.17 -0.02 0.09
H 6.04883 2.77818 -0.16886 0.07 -0.40 0.31
H 8.36274 1.98946 0.21641 -0.03 -0.04 -0.01
H 8.93981 -0.38887 -0.19721 -0.04 0.02 -0.01
H 7.20380 -1.96372 -0.96227 0.03 -0.04 0.02
H 4.77218 -1.54968 1.46434 0.05 0.00 -0.03
H 5.09630 -3.17370 3.28324 -0.02 -0.02 -0.04
H 4.97018 -5.60748 2.82326 -0.03 0.06 -0.06
H 4.47205 -6.40099 0.53086 0.02 0.06 0.00
H 4.18897 -4.77053 -1.30418 0.02 0.00 0.00
H -0.08825 -4.07180 0.58028 0.02 0.05 0.09
H 0.84979 -4.84789 2.73288 0.00 0.04 -0.02
H 1.83081 -3.23237 4.31790 0.01 0.01 -0.05
H 1.86562 -0.81418 3.76517 -0.04 -0.06 -0.08
H 0.89820 -0.03066 1.63567 -0.04 0.09 0.02
H 0.32467 -3.75925 -2.44904 -0.05 0.00 0.01
H -1.21444 -5.31196 -3.52574 -0.02 0.05 0.02
H -3.65828 -5.10948 -3.17862 0.05 0.06 0.04
H -4.53752 -3.31252 -1.70428 0.06 0.00 0.00
H -2.99764 -1.76244 -0.61669 -0.01 0.08 -0.02
S 1.52198 4.82484 -0.87012 0.07 0.04 -0.06
P 1.58068 3.35637 -2.15915 0.00 0.13 0.14
S 0.84281 1.54066 -1.56077 -0.95 0.42 -0.05
C 0.85510 3.82152 -3.76075 -0.03 0.03 -0.03
C -0.34784 3.29480 -4.21039 0.08 0.05 -0.18
C -0.88894 3.71783 -5.42183 0.03 0.00 0.05
C -0.22391 4.66818 -6.18260 -0.03 -0.03 0.01
C 0.98154 5.20054 -5.73360 0.01 -0.03 0.06
C 1.52053 4.78151 -4.52685 -0.07 0.00 0.01
C 3.28391 2.89012 -2.59625 0.08 -0.01 -0.05
C 3.50340 1.85292 -3.50500 0.07 0.00 -0.01
C 4.79945 1.48515 -3.83699 0.07 0.12 0.02
C 5.87986 2.15179 -3.26455 -0.11 0.31 -0.43
C 5.66218 3.17870 -2.35720 -0.29 0.53 -0.93
C 4.36210 3.54950 -2.02050 0.14 0.10 -0.28
H -0.85262 2.54018 -3.62907 -0.10 -0.12 0.08
H -1.82825 3.29694 -5.76589 0.08 0.03 0.03
H -0.64147 4.99507 -7.12908 0.03 -0.02 0.08
H 1.49908 5.94631 -6.32532 -0.01 -0.04 0.02
H 2.45578 5.20000 -4.17002 -0.03 0.00 -0.03
H 2.65592 1.33279 -3.94238 0.06 0.05 -0.01
H 4.97051 0.67734 -4.53931 -0.01 0.03 0.03
H 6.89222 1.87041 -3.53300 -0.05 -0.04 0.08
H 6.50367 3.69171 -1.90623 -0.10 0.04 -0.25
H 4.17123 4.34751 -1.31133 0.00 -0.01 -0.02
N -4.40000 -0.75661 -7.33709 0.10 0.06 0.22
C -3.95966 -0.43987 -6.32119 0.05 0.06 0.11
C -3.41194 -0.04794 -5.03794 -0.07 -0.13 -0.23
C -2.11445 -0.41986 -4.68367 -0.05 -0.04 -0.07
C -1.61942 -0.06575 -3.44240 -0.08 0.04 -0.03
C -2.35761 0.65688 -2.48607 -0.17 0.11 -0.73
C -3.64650 1.03328 -2.90436 -0.11 -0.08 0.00
C -4.17666 0.69005 -4.14403 -0.03 0.04 0.05
H -1.50752 -0.97722 -5.38675 0.00 -0.01 0.03
H -0.59877 -0.35100 -3.22639 0.14 0.00 0.03
H -4.28797 1.60290 -2.24048 0.01 -0.01 -0.04
H -5.18148 0.98976 -4.41539 0.02 0.01 0.01
F 4.97592 3.79991 6.04028 0.02 0.07 0.11
C 3.77727 4.38685 6.23123 -0.14 -0.06 -0.09
F 3.98186 5.71792 6.16513 0.07 -0.06 0.11
F 3.38237 4.09948 7.48440 0.15 0.08 -0.03
C 2.78152 3.93706 5.20680 -0.05 -0.01 0.00
C 1.60449 3.31128 5.58206 -0.11 -0.03 -0.06
C 0.70150 2.90655 4.60924 0.03 -0.01 0.04
C 0.97392 3.12908 3.25955 0.02 -0.02 -0.18
C 2.15967 3.77666 2.89470 0.10 0.05 -0.03
C 3.05975 4.17362 3.86694 -0.04 0.01 -0.13
C 0.07692 2.67905 2.23246 -0.11 0.00 0.22
C -0.66557 2.26162 1.35967 0.28 0.34 0.20
H 1.39217 3.14440 6.62876 -0.01 -0.02 -0.01
H -0.22199 2.41589 4.88804 0.02 0.00 0.00
H 2.35359 3.96531 1.84404 -0.02 -0.04 0.05
H 3.97973 4.67257 3.58661 -0.03 -0.01 0.00
```
Forces are in eV/Å.

Summary:
Gap between HOMO and LUMO: 7.0 eV
E: -203231.191 eV
F_max: 0.0308 hartree/bohr
ΔE to the lowest compared entry with this formula, charge and spin: 13.5 kcal/mol

---

Computed, not measured: an isolated molecule of C4H12N2OS at a distorted geometry, with the ωB97M-V functional and the def2-TZVPD basis.

The geometry in XYZ format:
```
20
Properties=species:S:1:pos:R:3:forces:R:3
C 0.19574 2.36738 -0.23414 -0.73 -0.22 -2.73
C 0.03796 -2.47118 0.24138 -1.60 1.07 1.57
C 0.06962 1.05388 -1.11522 0.09 0.52 3.33
C -0.50670 -1.20747 -0.47908 -3.15 -1.56 1.88
N 2.45565 -0.35493 1.49182 0.43 -1.66 -0.18
N 0.18438 -0.05006 -0.11104 3.97 1.48 0.19
O 2.99213 0.61083 -0.77281 -0.78 -0.81 0.32
S 2.30368 -0.55275 -0.17932 -1.67 1.30 0.46
H -0.59503 2.32404 0.50086 0.13 -0.01 0.48
H 1.20754 2.36111 0.17135 -0.23 0.41 0.11
H -0.03150 3.26795 -0.89302 0.69 -0.89 0.88
H 0.68874 -2.07766 1.01812 0.05 -0.30 0.05
H -0.70762 -3.07794 0.82177 0.34 0.66 -0.87
H 0.58519 -3.11565 -0.36722 0.92 -1.01 -1.13
H -0.90568 0.89114 -1.48029 -1.35 0.45 -0.85
H 0.77106 1.04415 -1.92705 0.61 -0.22 -0.35
H -0.50857 -1.20598 -1.50461 0.04 -1.25 -2.89
H -1.68701 -1.13116 -0.25245 2.35 0.24 -0.06
H 2.03638 -1.14096 2.02747 0.49 0.73 -0.67
H 1.96972 0.47421 1.72848 -0.59 1.09 0.46
```
Forces are in eV/Å.

Summary:
Gap between HOMO and LUMO: 8.7 eV
E: -20202.674 eV
F_max: 0.0825 hartree/bohr
ΔE to the lowest compared entry with this formula, charge and spin: 79.4 kcal/mol

---

- Which of these has the lowest ΔE to the lowest compared entry with this formula, charge and spin?
  C70H59AsF4HfN2O3P2S2Te

---

What did the second record say?
Computed, not measured: an isolated molecule of C4H12N2OS at a distorted geometry, with the ωB97M-V functional and the def2-TZVPD basis.

The geometry in XYZ format:
```
20
Properties=species:S:1:pos:R:3:forces:R:3
C 0.19574 2.36738 -0.23414 -0.73 -0.22 -2.73
C 0.03796 -2.47118 0.24138 -1.60 1.07 1.57
C 0.06962 1.05388 -1.11522 0.09 0.52 3.33
C -0.50670 -1.20747 -0.47908 -3.15 -1.56 1.88
N 2.45565 -0.35493 1.49182 0.43 -1.66 -0.18
N 0.18438 -0.05006 -0.11104 3.97 1.48 0.19
O 2.99213 0.61083 -0.77281 -0.78 -0.81 0.32
S 2.30368 -0.55275 -0.17932 -1.67 1.30 0.46
H -0.59503 2.32404 0.50086 0.13 -0.01 0.48
H 1.20754 2.36111 0.17135 -0.23 0.41 0.11
H -0.03150 3.26795 -0.89302 0.69 -0.89 0.88
H 0.68874 -2.07766 1.01812 0.05 -0.30 0.05
H -0.70762 -3.07794 0.82177 0.34 0.66 -0.87
H 0.58519 -3.11565 -0.36722 0.92 -1.01 -1.13
H -0.90568 0.89114 -1.48029 -1.35 0.45 -0.85
H 0.77106 1.04415 -1.92705 0.61 -0.22 -0.35
H -0.50857 -1.20598 -1.50461 0.04 -1.25 -2.89
H -1.68701 -1.13116 -0.25245 2.35 0.24 -0.06
H 2.03638 -1.14096 2.02747 0.49 0.73 -0.67
H 1.96972 0.47421 1.72848 -0.59 1.09 0.46
```
Forces are in eV/Å.

Summary:
Gap between HOMO and LUMO: 8.7 eV
E: -20202.674 eV
F_max: 0.0825 hartree/bohr
ΔE to the lowest compared entry with this formula, charge and spin: 79.4 kcal/mol